ORCA calculation (wB97M-V/def2-TZVPD) on an isolated ion of composition C3H10N6 and charge +2 in a non-equilibrium geometry.

```
19
Properties=species:S:1:pos:R:3:forces:R:3:nbo_charge:R:1
H -2.4675 -1.2781 -0.1138 -0.8 0.2 0.7 0.235
C -1.9000 -0.9513 -0.9641 0.9 -3.1 2.1 -0.438
H -2.4937 -0.2963 -1.4924 -1.3 1.0 -1.7 0.259
C 0.9527 -0.3067 1.3427 -1.0 -0.3 1.9 0.637
H -0.6259 0.5858 -3.2677 -0.2 0.9 1.5 0.459
H 0.3414 1.9039 -2.6835 -1.7 -0.8 0.5 0.467
H 1.0559 -1.9896 2.7023 0.0 1.6 -1.5 0.471
N 1.4634 0.8958 1.0239 -0.8 -1.7 0.0 -0.316
C -0.2874 0.7177 -1.2272 1.8 1.5 2.4 0.646
N -0.2329 -0.5676 0.8046 -2.9 -0.8 -1.4 -0.376
N 1.4470 -1.0710 2.3273 -0.9 -1.9 0.2 -0.733
H -1.6133 -1.9495 -1.3458 0.1 0.9 -0.8 0.261
N 0.7489 1.8098 0.4717 -5.0 -2.5 -0.8 -0.303
N -0.7745 -0.1964 -0.4563 1.3 1.4 -2.0 -0.227
H 2.2828 -0.9417 2.8622 0.6 1.2 -0.1 0.458
H -1.0183 -1.1636 1.0976 1.5 -0.2 1.3 0.458
H 2.3799 0.9898 1.2056 4.4 0.8 0.5 0.413
H 1.1678 2.5991 0.1343 2.4 2.4 -0.9 0.391
N -0.4263 1.2100 -2.4213 1.6 -0.6 -2.0 -0.761
```
Forces are in eV/Å.

## Properties
highest occupied orbital energy (spin up / spin down): -0.64510 / -0.64358 Ha
total energy: -448.0125 Eh
energy relative to the best compared isomer or geometry (same formula, charge and spin): 81.5 kcal/mol
LUMO level (spin up / spin down): -9.2 / -9.4 eV
maximum force: 5.7 eV Å⁻¹
net charge: +2